Record 1
DFT (ωB97M-V with the def2-TZVPD basis set) results for a 2-piece molecular cluster, C16H34ClN2O4P overall.

Element x y z (Å)
C1 3.21 -0.50 0.17
C2 3.46 -0.80 -1.31
C3 2.21 -1.01 -2.21
C4 1.80 -2.49 -2.12
C5 1.03 0.02 -2.02
C6 1.46 1.47 -1.70
C7 2.62 1.99 -2.55
C8 3.74 2.61 -1.71
N1 5.07 2.33 -2.28
C9 0.42 0.15 -3.45
O1 -0.43 -0.97 -3.64
C10 -1.00 -1.29 -2.45
O2 -1.92 -2.09 -2.33
C11 -0.27 -0.49 -1.36
C12 -1.32 0.65 -1.00
N2 -2.20 1.01 -2.11
P1 0.00 -1.37 0.28
O3 0.03 -0.10 1.31
Cl1 -1.87 -2.19 0.64
H1 4.00 0.15 0.54
H2 2.26 -0.01 0.38
H3 3.23 -1.41 0.76
H4 4.01 -1.73 -1.34
H5 4.10 -0.06 -1.77
H6 2.55 -0.87 -3.23
H7 2.66 -3.07 -2.45
H8 1.59 -2.81 -1.11
H9 1.00 -2.76 -2.81
H10 0.60 2.09 -1.92
H11 1.64 1.61 -0.63
H12 2.27 2.77 -3.23
H13 3.07 1.22 -3.18
H14 3.73 2.21 -0.70
H15 3.58 3.69 -1.61
H16 5.27 2.99 -3.02
H17 5.77 2.48 -1.56
H18 -0.23 1.02 -3.53
H19 1.13 0.28 -4.26
H20 -1.96 0.24 -0.22
H21 -0.83 1.51 -0.58
H22 -3.17 0.81 -1.91
H23 -2.09 1.97 -2.40
H24 -0.82 0.37 1.37
C13 -4.58 -0.92 6.29
C14 -3.91 0.22 5.53
O4 -2.81 -0.18 4.75
C15 -3.07 -1.13 3.73
C16 -4.09 -0.65 2.70
H25 -3.86 -1.43 6.93
H26 -5.39 -0.54 6.91
H27 -5.00 -1.67 5.61
H28 -3.52 0.94 6.24
H29 -4.65 0.75 4.92
H30 -3.38 -2.09 4.16
H31 -2.11 -1.30 3.24
H32 -5.06 -0.47 3.15
H33 -4.22 -1.40 1.92
H34 -3.75 0.28 2.24

Results
LUMO level	0.48	eV
HOMO	-0.3278	Eh
SMILES	CC[C@@H](C)[C@@]1(CCCN)COC(=O)[C@@]1(CN)P(O)Cl.CCOCC
orbital gap	9.40	eV

---

Record 2
DFT (ωB97M-V with the def2-TZVPD basis set) results for C45H43N7O3Ru as an isolated structure.

Element x y z (Å)
Ru1 0.08 0.14 -0.19
O1 1.96 -0.53 -0.23
C1 2.58 -1.54 0.53
C2 1.62 -1.96 1.68
C3 1.20 -0.84 2.59
C4 1.70 -0.71 3.88
C5 1.32 0.38 4.65
C6 0.46 1.33 4.11
C7 -0.02 1.15 2.82
C8 -0.86 2.20 2.16
C9 -0.07 2.96 1.06
O2 0.19 2.08 -0.01
C10 1.24 3.44 1.69
C11 2.42 2.72 1.53
C12 3.56 3.10 2.23
C13 3.54 4.19 3.08
C14 2.37 4.92 3.23
C15 1.22 4.55 2.54
C16 -0.87 4.12 0.47
C17 -0.25 4.89 -0.51
C18 -0.93 5.93 -1.13
C19 -2.24 6.22 -0.76
C20 -2.86 5.46 0.22
C21 -2.18 4.42 0.83
N1 0.32 0.07 2.11
C22 3.91 -0.99 1.05
C23 4.52 -1.45 2.21
C24 5.75 -0.95 2.62
C25 6.41 0.00 1.86
C26 5.82 0.45 0.68
C27 4.58 -0.03 0.29
C28 2.81 -2.78 -0.34
C29 1.91 -3.07 -1.36
C30 2.07 -4.20 -2.15
C31 3.14 -5.06 -1.93
C32 4.04 -4.78 -0.92
C33 3.88 -3.64 -0.13
H1 2.06 -2.76 2.26
H2 0.74 -2.38 1.19
H3 2.38 -1.44 4.26
H4 1.70 0.50 5.65
H5 0.18 2.21 4.67
H6 -1.19 2.91 2.92
H7 -1.75 1.76 1.71
H8 2.45 1.86 0.87
H9 4.47 2.52 2.10
H10 4.43 4.48 3.62
H11 2.34 5.79 3.88
H12 0.31 5.13 2.65
H13 0.77 4.66 -0.79
H14 -0.44 6.52 -1.89
H15 -2.77 7.03 -1.24
H16 -3.88 5.69 0.51
H17 -2.69 3.84 1.60
H18 4.05 -2.21 2.81
H19 6.20 -1.32 3.53
H20 7.37 0.38 2.17
H21 6.32 1.19 0.07
H22 4.13 0.34 -0.62
H23 1.07 -2.41 -1.54
H24 1.36 -4.41 -2.95
H25 3.27 -5.94 -2.55
H26 4.88 -5.43 -0.74
H27 4.61 -3.43 0.64
N2 1.80 -0.05 -3.14
C34 0.52 0.13 -3.46
N3 0.20 0.31 -4.73
C35 -1.10 0.48 -4.98
N4 -1.48 0.67 -6.24
N5 -2.09 0.46 -4.05
C36 -1.66 0.28 -2.82
N6 -0.39 0.12 -2.45
C37 -2.68 0.22 -1.73
C38 -4.03 0.37 -2.01
C39 -4.94 0.27 -0.96
C40 -4.46 0.01 0.31
C41 -3.10 -0.13 0.50
N7 -2.23 -0.01 -0.50
H28 2.47 -0.08 -3.88
H29 2.08 -0.28 -2.19
H30 -0.78 0.73 -6.97
H31 -2.44 0.85 -6.45
H32 -4.34 0.56 -3.03
H33 -6.00 0.39 -1.15
H34 -5.14 -0.09 1.15
H35 -2.68 -0.34 1.47
C42 -3.06 -3.57 -0.94
C43 -2.91 -4.16 0.46
C44 -1.73 -3.39 1.06
O3 -1.15 -2.62 -0.01
C45 -1.63 -3.15 -1.24
H36 -3.71 -2.69 -0.93
H37 -3.46 -4.28 -1.66
H38 -2.68 -5.22 0.40
H39 -3.82 -4.06 1.06
H40 -0.97 -4.06 1.48
H41 -2.03 -2.69 1.84
H42 -1.02 -4.01 -1.54
H43 -1.54 -2.38 -2.00

Results
LUMO level (spin up / spin down)	-3.00 / -3.68	eV
net charge	+1
spin multiplicity	6
energy relative to the best compared isomer or geometry (same formula, charge and spin)	0.297	eV
HOMO (spin up / spin down)	-0.3901 / -0.3990	Eh
orbital gap (spin up / spin down)	7.62 / 7.18	eV

---

Record 3
DFT (ωB97M-V with the def2-TZVPD basis set) results for a 10-piece molecular cluster, H20O10 overall.

Element x y z (Å)
H1 -0.56 0.11 -0.61
H2 0.76 0.40 -1.21
H3 -2.08 -1.77 2.56
H4 -3.15 -1.21 3.24
H5 -2.92 2.76 -0.39
H6 -2.39 3.35 -1.77
H7 0.94 -2.04 0.00
H8 0.74 -2.90 1.22
H9 1.09 1.34 1.56
H10 -0.14 2.11 1.20
H11 3.80 1.58 -0.49
H12 3.05 2.95 0.10
H13 4.23 -0.22 0.97
H14 5.46 -0.30 1.98
H15 -3.08 -2.80 -3.15
H16 -2.16 -2.87 -1.94
H17 -4.85 0.27 -0.20
H18 -5.40 -0.59 0.94
H19 2.79 -0.77 -2.78
H20 3.43 0.23 -1.82
O1 0.29 0.51 -0.40
O2 -2.39 -0.86 2.83
O3 -2.21 3.15 -0.82
O4 1.37 -2.76 0.51
O5 0.67 1.83 0.85
O6 2.97 2.02 -0.34
O7 4.76 -0.77 1.50
O8 -2.84 -2.36 -2.31
O9 -5.20 0.31 0.65
O10 3.01 -0.72 -1.87

Results
LUMO level	0.12	eV
energy relative to the best compared isomer or geometry (same formula, charge and spin)	7.060	eV
HOMO	-0.2946	Eh
SMILES	O.O.O.O.O.O.O.O.O.O
orbital gap	8.14	eV

---

Record 4
DFT (ωB97M-V with the def2-TZVPD basis set) results for a 2-piece molecular cluster, C5H16N2O overall.

Element x y z (Å)
N1 1.54 0.19 0.73
C1 0.53 -0.85 0.19
C2 0.69 -2.10 0.92
C3 -0.83 -0.27 0.50
N2 -1.34 0.53 -0.61
C4 -1.44 -0.16 -1.87
C5 -0.33 0.07 -2.94
H1 1.21 0.74 1.49
H2 2.44 -0.23 0.83
H3 0.74 -0.96 -0.94
H4 -0.06 -2.87 0.77
H5 0.59 -1.98 2.10
H6 1.64 -2.57 0.77
H7 -1.52 -1.19 0.65
H8 -0.68 0.42 1.42
H9 -0.83 1.41 -0.68
H10 -2.33 0.41 -2.25
H11 -1.85 -1.27 -1.81
H12 0.62 0.53 -2.44
H13 0.07 -0.86 -3.41
H14 -0.86 0.59 -3.76
H15 1.27 2.84 2.04
H16 0.04 2.35 2.31
O1 0.80 2.19 2.66

Results
LUMO level (spin up / spin down)	-3.02 / -7.81	eV
net charge	+1
spin multiplicity	2
energy relative to the best compared isomer or geometry (same formula, charge and spin)	2.394	eV
HOMO (spin up / spin down)	-0.4825 / -0.4808	Eh
orbital gap (spin up / spin down)	10.11 / 5.27	eV

---

| no. | maximum force (hartree/bohr) | E_tot (Ha) |
| --- | --- | --- |
| 1 | 0.04855 | -1842.06158 |
| 2 | 0.00377 | -2444.37021 |
| 3 | 0.13435 | -764.22248 |
| 4 | 0.18313 | -384.45532 |